DFT (the ωB97M-V functional and the def2-TZVPD basis) results for C25H31Br2IrN5OSe2 as an isolated structure.

For the relative energy (zero: lowest compared OMol25 entry of this formula, charge and spin), the calculation gives 21.77 kcal per mole. Its total charge is +1.

The geometry in XYZ format:
```
67
Properties=species:S:1:pos:R:3:forces:R:3
Ir -0.354024 0.591389 -0.475522 -0.030 -0.562 -0.212
Br -3.079374 -1.696322 -4.054248 0.000 -0.008 0.006
C -1.905731 -0.237832 -4.224296 -0.010 -0.042 -0.024
C -1.707590 0.354571 -5.483194 -0.017 -0.024 0.021
C -0.857122 1.413024 -5.624995 0.019 0.015 0.022
Br -0.613249 2.177575 -7.332654 -0.002 -0.002 0.010
C -0.161905 1.930225 -4.503662 0.054 0.062 -0.060
C 0.744434 3.010945 -4.541953 -0.005 -0.023 0.009
C 1.371179 3.404796 -3.394523 0.019 -0.028 0.017
C 1.098355 2.738278 -2.192296 0.080 0.001 0.135
N 0.236977 1.745515 -2.105272 0.116 0.176 0.088
C -0.384156 1.319683 -3.254373 0.102 0.127 -0.060
C -1.256926 0.226246 -3.103791 -0.199 -0.181 -0.120
O -1.424469 -0.298028 -1.901446 -0.020 0.051 0.166
H -2.236118 -0.040233 -6.339341 0.000 -0.001 0.002
H 0.939947 3.508194 -5.481847 -0.002 0.002 0.000
H 2.081263 4.218649 -3.391514 0.002 -0.002 0.000
H 1.606305 3.026267 -1.282188 -0.051 0.018 0.024
C 4.293790 -0.127743 3.031859 -0.002 -0.009 0.006
Se 2.492097 -0.839334 3.134665 -0.064 0.013 -0.023
C 1.617781 0.780747 3.771745 -0.052 -0.006 0.005
C 1.676278 1.985087 2.855484 0.080 -0.001 -0.104
Se 0.653358 2.193701 1.170216 -0.124 0.057 -0.048
C -0.913488 3.051540 1.939969 -0.012 -0.075 0.013
H 4.564054 0.341552 3.975367 -0.001 0.000 -0.008
H 4.400100 0.571966 2.206117 0.004 0.008 -0.007
H 4.949049 -0.978025 2.859165 0.002 -0.001 -0.009
H 2.130150 1.070676 4.691580 -0.032 -0.009 0.020
H 0.602724 0.507035 4.056359 0.021 -0.008 -0.030
H 2.699933 2.171540 2.534257 0.005 -0.019 0.002
H 1.343619 2.878897 3.387341 0.036 0.014 0.008
H -0.623760 4.023110 2.331240 0.015 -0.004 -0.003
H -1.345670 2.442571 2.730771 -0.006 -0.014 -0.005
H -1.636535 3.185665 1.138071 -0.001 0.018 -0.006
C 3.661742 -1.901202 -1.406698 -0.006 -0.015 -0.038
C 3.735128 -0.710195 -0.704774 -0.021 0.059 0.035
C 2.579966 0.001526 -0.404741 0.092 -0.010 0.052
C 1.328913 -0.473147 -0.786728 0.077 0.287 -0.113
C 1.268481 -1.636996 -1.550714 -0.044 -0.001 0.028
C 2.424637 -2.352525 -1.837431 0.011 -0.021 -0.024
H 4.560254 -2.454824 -1.643269 -0.002 -0.008 0.011
H 4.696234 -0.320712 -0.392634 0.004 0.003 0.005
H 2.687623 0.941273 0.125982 0.000 -0.044 0.012
H 0.329843 -1.984534 -1.953410 -0.103 -0.061 0.051
H 2.349893 -3.259456 -2.423890 0.000 0.000 0.007
C -2.830447 -0.330522 0.724967 -0.007 0.030 0.029
N -1.382721 -0.774074 0.787667 -0.207 0.185 0.262
C -1.363388 -2.219543 0.334522 0.053 0.007 -0.129
N -2.235400 -3.042547 1.136741 0.031 0.021 0.007
C -3.604577 -2.537216 1.043715 -0.015 0.001 0.012
N -3.691179 -1.156165 1.534168 0.011 -0.009 -0.019
C -3.230669 -1.124325 2.922572 -0.004 -0.001 0.013
N -1.855087 -1.612201 3.040774 0.010 -0.002 -0.005
C -0.995336 -0.782788 2.233224 0.064 0.031 0.009
C -1.801305 -2.986773 2.531407 -0.002 -0.001 0.012
H -3.140526 -0.374564 -0.317569 0.001 0.006 -0.012
H -2.871367 0.704560 1.080866 0.000 0.002 0.003
H -0.337427 -2.570738 0.418247 0.069 -0.003 -0.011
H -1.679523 -2.236696 -0.705527 0.017 -0.002 -0.026
H -4.261690 -3.167266 1.642681 0.001 -0.001 -0.004
H -3.933440 -2.569846 0.004184 0.005 0.000 0.000
H -3.885115 -1.749362 3.529365 0.002 0.003 0.002
H -3.283273 -0.099052 3.295529 -0.002 0.003 0.002
H 0.031390 -1.142239 2.271841 0.029 0.018 0.040
H -1.044510 0.244773 2.596195 0.013 -0.016 -0.048
H -2.450626 -3.617264 3.138219 0.001 0.000 0.000
H -0.777773 -3.357287 2.607423 -0.003 -0.002 0.000
```
Forces are in eV/Å.

DFT (the ωB97M-V functional and the def2-TZVPD basis) results for C23H45Cl3MgN2O4PSi as an isolated structure.

Its total charge is -1.

The geometry in XYZ format:
```
80
Properties=species:S:1:pos:R:3:forces:R:3
C 2.729307 -2.722773 -1.355386 0.330 -0.325 0.156
C 2.240156 -1.802827 -2.439958 -0.197 0.031 -0.598
H 2.089595 -3.620319 -1.299164 0.408 0.449 0.185
H 2.767576 -2.202712 -0.387685 -0.168 -0.327 -0.303
H 3.744332 -3.085858 -1.588006 -0.105 0.231 -0.087
C 2.178957 -2.255869 -3.705303 0.284 0.545 0.426
C 2.292162 -3.687694 -4.116399 0.178 -0.253 -0.236
H 2.113161 -1.550747 -4.532079 -0.413 -0.122 0.255
H 1.637871 -4.341929 -3.525410 0.177 0.113 -0.010
H 3.315663 -4.083393 -4.060500 -0.089 -0.006 0.095
H 1.980314 -3.762461 -5.162476 0.029 -0.183 0.076
Mg 1.647104 2.149266 1.304044 0.877 0.289 -0.295
Cl 2.571484 3.818883 2.812431 0.103 0.078 0.212
Cl 3.493194 1.469750 0.023790 0.185 0.680 0.611
C 0.137173 4.770585 1.058419 0.615 -1.201 -0.129
O 0.168174 3.522325 0.896282 -0.570 1.755 0.252
N -0.959915 5.516441 0.929040 -0.527 -0.500 0.003
C -2.246262 4.842643 0.720385 0.058 0.084 -0.304
C -0.903179 6.965195 0.753384 0.114 -0.156 -0.017
H 1.038316 5.321815 1.357768 0.005 -0.146 -0.199
H -2.388618 4.054158 1.475408 0.138 0.221 -0.414
H -2.298405 4.413011 -0.294761 -0.057 0.002 0.465
H -3.020962 5.607391 0.836790 0.031 -0.296 -0.034
H -0.170818 7.403821 1.437393 -0.108 -0.049 -0.138
H -1.896476 7.376951 0.954993 0.277 -0.029 0.135
H -0.645077 7.228256 -0.280736 0.016 -0.036 0.190
H -1.499774 -6.571915 1.756696 -0.237 0.044 0.057
H -2.104206 -4.534514 -0.725069 -0.449 0.048 0.475
C -2.508277 -6.137180 1.856681 -0.274 0.024 -0.015
C -2.944190 -4.518254 0.005996 0.318 0.056 -0.359
N -2.538083 -4.766507 1.391983 -0.150 -0.438 -0.327
H -2.814607 -6.161662 2.905115 0.017 -0.239 -0.139
C -1.875841 -3.813158 2.111838 -0.212 0.988 -1.380
O -1.884727 -3.719257 3.318032 0.489 -0.449 0.650
H -3.463004 -3.546692 -0.077656 0.380 -0.385 0.060
H -1.345619 -3.107458 1.427336 -0.425 -0.002 0.613
H -3.196795 -6.707647 1.220140 0.129 -0.056 0.442
H -3.675897 -5.297151 -0.276067 0.334 0.347 0.147
O 1.266464 -0.037822 -0.884975 -1.922 -2.017 -0.560
C 1.983539 -0.327066 -2.089081 0.406 0.043 0.785
C 0.362025 0.027184 -4.039648 0.102 0.625 -0.623
C 1.409211 0.483488 -3.234504 -0.011 -0.509 0.217
H -0.094451 -0.944199 -3.857479 0.114 0.364 0.005
C -0.031256 0.794659 -5.150848 0.077 -0.279 0.439
H 2.976206 0.075745 -1.832517 -0.156 -0.014 -0.419
C 1.987505 1.722711 -3.462723 0.180 0.023 -0.211
H -0.841242 0.425454 -5.786930 0.277 0.186 0.130
C 0.626856 1.990123 -5.444431 -0.005 -0.041 0.102
C 1.632481 2.452887 -4.585687 -0.227 0.345 -0.328
H 2.751364 2.058229 -2.754860 -0.182 -0.001 -0.337
H 0.353844 2.552155 -6.342700 0.112 -0.121 0.332
H 2.148725 3.389805 -4.806243 -0.192 -0.198 0.047
Si -0.510219 -0.567077 -0.668817 1.005 2.414 -0.558
Cl 0.066326 -2.554358 -0.415180 0.630 -3.129 0.534
C -1.782700 -1.312155 -1.962562 -0.500 0.137 -0.439
C -0.963443 1.278287 -1.048792 -0.344 0.204 0.003
C -0.871238 -0.523179 1.211214 0.014 0.431 0.303
H -2.118455 -0.585907 -2.712047 -0.092 0.062 0.181
H -2.676529 -1.624856 -1.399820 0.037 0.160 0.098
H -1.504256 -2.220939 -2.525304 0.282 0.347 0.389
H -1.883206 -0.898815 1.402156 -0.152 0.186 -0.032
H -0.753466 0.497219 1.603207 -0.658 -0.346 -0.327
H -0.202039 -1.128879 1.846577 -0.159 0.039 -0.628
H -1.429916 1.341610 -2.034040 -0.035 0.233 -0.036
H -0.077042 1.920139 -1.058952 -0.168 -0.052 -0.016
H -1.652270 1.682852 -0.300562 -0.212 0.095 -0.056
C 0.372774 2.154929 5.186457 0.031 0.327 0.111
P 0.673120 0.694930 4.173120 0.077 0.202 -1.282
C 2.064576 -0.229234 4.838416 0.079 -0.027 0.018
C -0.756047 -0.388510 4.407848 -0.085 -0.049 -0.076
O 0.919945 1.055392 2.706054 -0.223 -0.483 1.996
H 0.940942 2.989179 4.739217 -0.097 -0.285 0.200
H 0.684928 1.992173 6.233601 -0.170 0.054 -0.459
H -0.702591 2.394850 5.157613 0.370 -0.084 0.006
H 2.084650 -0.178599 5.936025 0.021 -0.084 -0.313
H 1.954012 -1.273508 4.507276 0.165 0.363 0.117
H 2.977158 0.200508 4.413689 -0.063 -0.094 0.158
H -1.522139 -0.110891 3.671513 0.159 -0.089 0.284
H -0.462556 -1.429916 4.209532 -0.250 0.292 0.046
H -1.165420 -0.301131 5.427922 0.256 -0.016 -0.325
```
Forces are in eV/Å.

How do the records compare in max |F|? In the order shown, they have 0.6; 3.2 eV Å⁻¹.
How do the records compare in HOMO energy? In the order shown, they have -0.38904; -0.17258 Ha.